Entry 1:
{"formula": "C8H14", "method": "ωB97M-V with the def2-TZVPD basis set", "elements": ["C", "C", "C", "C", "C", "C", "C", "C", "H", "H", "H", "H", "H", "H", "H", "H", "H", "H", "H", "H", "H", "H"], "positions_angstrom": [[-0.3979, 1.5987, -0.8678], [-0.0878, 0.3255, -0.6555], [1.0396, -0.4055, -1.3292], [2.4203, 0.1931, -1.1179], [-0.9693, -0.4314, 0.3009], [-2.2761, -0.9015, -0.2648], [-0.6946, -0.5017, 1.5930], [0.4631, 0.0908, 2.3561], [0.2019, 2.2461, -1.5018], [-1.3087, 2.0214, -0.4568], [1.0412, -1.4400, -0.9632], [0.8087, -0.6152, -2.3819], [2.6280, 0.2458, -0.0524], [2.4858, 1.2219, -1.4880], [3.1810, -0.3478, -1.6721], [-2.8273, -0.0856, -0.7448], [-2.1629, -1.6563, -1.0494], [-2.9376, -1.2646, 0.5265], [-1.4449, -0.9605, 2.2308], [1.4280, -0.1621, 1.9242], [0.3950, -0.2611, 3.3835], [0.3748, 1.1786, 2.4340]], "max_force_ev_per_a": 1.14, "smiles": "C=C(CC)/C(C)=C\\C", "lumo_energy_ev": 1.04, "homo_ev": -8.9, "orbital_gap_ev": 9.93}



Entry 2:
{"formula": "C8H14", "method": "ωB97M-V with the def2-TZVPD basis set", "elements": ["C", "C", "C", "C", "C", "C", "C", "C", "H", "H", "H", "H", "H", "H", "H", "H", "H", "H", "H", "H", "H", "H"], "positions_angstrom": [[1.4375, -1.7474, 1.1492], [-1.9711, 1.3078, 0.0583], [0.2534, -1.2897, 0.7837], [-0.7048, 1.0093, 0.2717], [0.1837, 1.7882, 1.1801], [-0.9595, -1.0634, -1.3586], [1.2351, 0.0841, -1.1101], [-0.0219, -0.3792, -0.3728], [1.5584, -2.3978, 1.9970], [2.3454, -1.4924, 0.6271], [-2.6208, 0.7303, -0.5726], [-2.4202, 2.1773, 0.5135], [-0.6351, -1.5799, 1.3318], [0.8210, 1.1214, 1.7594], [-0.4166, 2.3851, 1.8650], [0.8202, 2.4662, 0.6113], [-1.2605, -0.3757, -2.1458], [-0.4344, -1.8999, -1.8180], [-1.8468, -1.4500, -0.8644], [0.9706, 0.8251, -1.8623], [1.9529, 0.5355, -0.4301], [1.7135, -0.7549, -1.6133]], "max_force_ev_per_a": 12.07, "lumo_energy_ev": [0.95, -1.98], "multiplicity": 3, "homo_ev": [-4.8, -9.5], "orbital_gap_ev": [5.77, 7.55], "s_squared": 2.01}



Entry 3:
{"formula": "C8H14AgF6O8S2", "method": "ωB97M-V with the def2-TZVPD basis set", "elements": ["Ag", "C", "C", "C", "O", "H", "H", "H", "H", "H", "H", "H", "C", "C", "C", "O", "H", "H", "H", "H", "H", "H", "H", "C", "F", "F", "F", "S", "O", "O", "O", "C", "F", "F", "F", "S", "O", "O", "O"], "positions_angstrom": [[20.2965, 0.7498, 8.9978], [17.1229, 4.4045, 4.2897], [18.5200, 3.9422, 4.7000], [19.2253, 4.9297, 5.6665], [18.5849, 2.5771, 5.0289], [17.1316, 5.4460, 3.9682], [16.4591, 4.3501, 5.1526], [16.7489, 3.7803, 3.4782], [18.9843, 4.0567, 3.7205], [20.2285, 4.6022, 5.9393], [18.6791, 5.1406, 6.5860], [19.2469, 5.9180, 5.2072], [25.1969, 2.0238, 8.8973], [25.3904, 0.5148, 8.4952], [25.8868, -0.2976, 9.7013], [24.3228, -0.0564, 7.7483], [25.2943, 2.6905, 8.0405], [25.9624, 2.3792, 9.5870], [24.2753, 2.2258, 9.4432], [26.2232, 0.4174, 7.7988], [26.8159, 0.1073, 10.1024], [26.1195, -1.3317, 9.4470], [25.2318, -0.2008, 10.5672], [22.3713, -4.5168, 14.0629], [22.3520, -5.6780, 14.5591], [22.0081, -3.7329, 14.9923], [23.6464, -4.3967, 13.7256], [21.1438, -4.4554, 12.4993], [21.0367, -3.0543, 12.1862], [21.7258, -5.2930, 11.3978], [19.8783, -4.9424, 13.0491], [13.1887, 2.1235, 9.7771], [13.6970, 3.1846, 9.2375], [13.2487, 2.3143, 11.1076], [11.9756, 1.8294, 9.3898], [14.3938, 0.6324, 9.3857], [14.3636, 0.4366, 7.9824], [15.7382, 1.0242, 9.8069], [13.8717, -0.5099, 10.1710]], "max_force_ev_per_a": 5.49, "charge": -3, "lumo_energy_ev": 3.76, "homo_ev": 0.4, "orbital_gap_ev": 3.40}



Entry 4:
{"formula": "C8H14AlCdF4O3", "method": "ωB97M-V with the def2-TZVPD basis set", "elements": ["C", "C", "C", "O", "O", "C", "C", "Al", "C", "F", "C", "O", "C", "F", "F", "F", "H", "H", "H", "H", "H", "H", "H", "H", "H", "H", "H", "H", "H", "H", "Cd"], "positions_angstrom": [[4.7889, -0.3829, -0.1334], [3.3355, -0.0846, 0.2619], [2.4712, 0.1014, -0.9547], [2.5031, 1.0162, -1.7244], [1.6382, -0.9451, -1.1317], [0.4921, -0.8020, -1.9928], [-0.3516, 0.4394, -1.7245], [-1.0386, 0.6426, 0.0815], [-1.7794, 2.5704, 0.4683], [-0.0906, 0.2583, 1.4019], [-2.8143, -0.4852, 0.1958], [-2.6369, -1.8150, 0.6608], [-2.9408, -1.9953, 1.9296], [-2.4615, -3.1093, 2.4040], [-2.4385, -0.9058, 2.7237], [-4.2583, -1.9073, 2.1612], [5.1132, 0.2520, -0.9637], [4.8950, -1.4230, -0.4575], [5.4641, -0.2048, 0.7078], [2.9233, -0.9065, 0.8524], [3.2788, 0.8444, 0.8409], [0.8159, -0.8544, -3.0405], [-0.0787, -1.7160, -1.7905], [-1.2089, 0.3877, -2.4179], [0.2014, 1.3442, -1.9993], [-2.8300, 2.7732, 0.7996], [-1.8052, 3.0109, -0.5360], [-1.1473, 3.1245, 1.1666], [-3.6085, -0.0366, 0.9171], [-3.3363, -0.4533, -0.7678], [-3.0953, 1.2619, 2.0619]], "max_force_ev_per_a": 1.68, "charge": 1, "lumo_energy_ev": -8.00, "homo_ev": -12.2, "orbital_gap_ev": 4.18}



Relative energy (zero: lowest compared OMol25 entry of this formula, charge and spin) readings, ordered: 1.245, 0.405, 3.101, 0.000 eV
Energy readings, ordered: -8521.834, -8517.193, -66871.121, -36688.559 eV